DFT (ωB97M-V/def2-TZVPD) results for the molecule C4H7N3.

Computed properties:
Strongest force on any atom (eV/Å): 0.63
Lowest unoccupied orbital energy (eV): 0.9
Structure (SMILES): CCc1c[nH]nn1

Structure (ORCA input):
```
! RIJCOSX wB97M-V def2-TZVPD def2/J DEFGRID3
* xyz 0 1
C -2.064 0.639 0.323
C -1.009 -0.120 -0.479
C 0.426 0.094 -0.098
C 1.510 -0.484 -0.711
N 2.488 -0.398 0.218
N 2.061 0.208 1.327
N 0.812 0.507 1.140
H -3.049 0.187 0.163
H -1.842 0.597 1.391
H -2.142 1.694 0.045
H -1.085 -1.192 -0.273
H -1.163 -0.009 -1.559
H 1.631 -0.953 -1.677
H 3.425 -0.771 0.190
*
```

***

DFT (ωB97M-V/def2-TZVPD) results for the molecule C4H7N3 in a non-equilibrium geometry.

Computed properties:
Strongest force on any atom (eV/Å): 4.14
Lowest unoccupied orbital energy (eV): 0.9
Structure (SMILES): Cc1[nH]cnc1N

Structure (ORCA input):
```
! RIJCOSX wB97M-V def2-TZVPD def2/J DEFGRID3
* xyz 0 1
C -1.630 -1.510 0.042
C -0.635 -0.340 -0.047
N -1.093 1.014 -0.085
C -0.042 1.745 0.077
N 1.079 1.091 0.055
C 0.743 -0.223 -0.074
N 1.798 -1.296 -0.084
H -1.858 -1.839 1.100
H -1.149 -2.426 -0.472
H -2.492 -1.212 -0.547
H -2.012 1.322 0.067
H -0.150 2.792 0.070
H 1.877 -1.631 0.918
H 2.679 -0.702 -0.325
*
```

***

DFT (ωB97M-V/def2-TZVPD) results for the molecule C4H7N3 in a non-equilibrium geometry.

Computed properties:
Strongest force on any atom (eV/Å): 5.31
Lowest unoccupied orbital energy (alpha / beta) (eV): 0.5 / -0.8

Structure (ORCA input):
```
! RIJCOSX wB97M-V def2-TZVPD def2/J DEFGRID3
* xyz 0 1
C -2.342 0.411 0.126
C 0.075 1.037 -0.333
C 1.345 0.093 -0.088
C -1.081 0.583 0.521
N -3.488 0.394 -0.176
N 1.000 -1.294 -0.344
N 0.058 -1.765 0.371
H 0.462 1.984 -0.262
H -0.165 0.807 -1.393
H 2.014 0.397 -0.904
H 1.961 0.013 0.878
H -0.984 0.383 1.606
H 0.834 -1.456 -1.347
H 0.310 -1.588 1.344
*
```

***

DFT (ωB97M-V/def2-TZVPD) results for the ion C4H7N3 with charge +2 in a non-equilibrium geometry.

Computed properties:
Strongest force on any atom (eV/Å): 4.45
Lowest unoccupied orbital energy (alpha / beta) (eV): -12.9 / -12.9

Structure (ORCA input):
```
! RIJCOSX wB97M-V def2-TZVPD def2/J DEFGRID3
* xyz 2 1
C 1.028 -0.506 1.323
C 0.762 0.274 -0.878
C -0.270 0.300 -1.772
C -1.446 -0.188 1.653
N 2.147 -0.483 0.718
N 2.006 -0.045 -0.485
N -0.155 -0.265 1.212
H -0.164 1.317 -2.488
H -1.117 0.741 -1.366
H -0.197 -0.647 -2.344
H -1.993 0.781 1.163
H -1.548 -0.130 2.766
H -1.944 -1.194 1.581
H 2.890 0.043 -1.081
*
```

***

For the records above, the corresponding ΔE to the lowest compared entry with this formula, charge and spin values read 21.1 9.7 99.2 154.4 kcal per mole.